Entry from OMol25: C34H31B2F4GeMoN4O11 as an isolated structure (ωB97M-V/def2-TZVPD).

Calculated values
2S+1 = 3
maximum force = 1.22 eV Å⁻¹
orbital gap (spin up / spin down) = 6.99 / 5.30 eV
total charge = +1
lowest unoccupied orbital energy (spin up / spin down) = -4.3 / -5.8 eV
HOMO (spin up / spin down) = -0.41412 / -0.40838 Ha

CARTESIAN COORDINATES (ANGSTROEM)
Mo -1.98014 3.30325 0.31374
C -2.41202 -1.57560 -0.70187
C -1.51095 0.53786 0.14196
N -1.85849 1.53170 -0.63654
O -2.31862 1.24802 -1.88172
B -3.84086 1.43324 -1.87660
F -4.28036 0.98849 -3.07454
F -4.33288 0.76444 -0.76336
O -4.23773 2.89651 -1.77933
N -3.90107 3.55644 -0.67519
C -4.58271 4.63316 -0.42083
C -5.74574 5.07774 -1.22454
C -4.07425 5.29271 0.80244
N -2.84136 4.94992 0.94683
O -2.07838 4.63397 2.02977
B -2.82413 3.58214 3.19350
F -2.72018 4.21035 4.36308
F -4.08191 3.42974 2.67525
O -2.01075 2.37233 3.10415
N -1.94864 1.96122 1.81151
C -1.47666 0.75858 1.54374
C -1.09404 -0.21970 2.59253
C -4.87270 6.11498 1.73341
H -2.80084 -1.29456 -1.67456
H -3.13422 -1.37235 0.08136
H -2.04960 -2.59667 -0.65090
H -6.40700 4.23334 -1.41849
H -5.40232 5.44504 -2.19422
H -6.29208 5.87069 -0.71962
H -0.42251 0.25242 3.30833
H -0.58793 -1.07981 2.15897
H -1.98212 -0.54869 3.13511
H -5.06466 7.09040 1.27879
H -4.34588 6.25587 2.67394
H -5.83394 5.63460 1.91623
O 3.33216 5.11910 -2.46411
C 2.31966 4.76374 -1.95078
C 0.88636 4.99096 -2.49159
O 0.57611 5.54283 -3.50542
C -0.01345 4.39537 -1.45749
C 0.73802 3.82220 -0.39467
O 0.13533 3.29581 0.58913
C 2.19961 3.93759 -0.64769
O 3.09648 3.48636 0.00771
O -1.27439 4.35370 -1.41703
O -1.23544 -0.70756 -0.40760
C 0.12616 -0.62944 -1.46908
O 0.61746 0.40404 -1.42432
C 0.30453 -1.93248 -2.13073
C 1.79988 -2.25259 -2.25755
Ge 2.52431 -3.00867 -0.56841
C 4.32447 -3.63925 -0.88410
C 4.98829 -4.34245 0.12150
C 6.28606 -4.79058 -0.06812
C 6.93814 -4.53850 -1.26810
C 6.29028 -3.84094 -2.27605
C 4.98956 -3.39442 -2.08327
C 2.44686 -1.70779 0.88298
C 2.79070 -0.36836 0.68954
C 2.87568 0.51456 1.75754
C 2.64987 0.05593 3.04915
C 2.32970 -1.27698 3.26514
C 2.22025 -2.14811 2.18955
C 1.30877 -4.47922 -0.16744
C 1.57700 -5.76103 -0.64500
C 0.67148 -6.79659 -0.45365
C -0.52023 -6.56504 0.21782
C -0.80284 -5.29626 0.70621
C 0.10673 -4.26560 0.51306
H -0.20253 -1.82171 -3.09766
H -0.21739 -2.71096 -1.57550
H 2.35839 -1.40059 -2.64453
H 1.88741 -3.05421 -2.99364
H 4.49342 -4.54561 1.06575
H 6.79084 -5.33485 0.71925
H 7.95229 -4.88554 -1.41598
H 6.79658 -3.64272 -3.21166
H 4.50083 -2.85128 -2.88484
H 3.01650 0.00313 -0.30501
H 3.13806 1.54896 1.57877
H 2.73920 0.73495 3.88774
H 2.16944 -1.64107 4.27224
H 1.97280 -3.18736 2.37755
H 2.50786 -5.96028 -1.16519
H 0.89878 -7.78697 -0.82585
H -1.22342 -7.37328 0.36964
H -1.72320 -5.11747 1.24840
H -0.11173 -3.28536 0.93105

Mulliken atomic charge list, values in e, 4 entries: atom 1 (Mo): -1.4354, atom 2 (C): -0.9628, atom 3 (C): -0.6800, atom 4 (N): 1.8004